Below is a 13-piece molecular cluster, C33H91NO13 overall, with properties calculated with ωB97M-V with the def2-TZVPD basis set.

Positions of all 138 atoms, in Å:
O1 -0.72965 -1.49934 7.10179
O2 0.98505 -3.28265 6.24501
O3 -1.63031 -3.80360 -0.01089
O4 0.38944 1.94807 -6.15003
O5 -4.88416 -1.51389 -3.99551
O6 3.32884 1.41238 -3.28315
O7 -5.41292 0.06147 5.24096
O8 4.56172 -1.24991 -1.97016
O9 -2.31697 4.51206 -4.50124
O10 0.25978 -4.56222 -3.90298
O11 -5.36821 3.50098 1.64560
O12 1.81048 0.23432 -0.86390
O13 4.56212 1.89608 7.04794
N1 0.57204 0.25621 -0.15111
C1 -1.82913 5.81320 -4.33145
C2 -0.23214 -0.20035 7.31055
C3 -0.55683 0.63249 -1.02182
C4 1.23797 -4.59936 -2.88914
C5 1.98243 -3.24495 -2.95232
C6 -1.45098 5.76804 -2.87604
C7 -4.63771 -0.26123 3.07243
C8 -1.84914 0.52076 -0.08872
C9 0.16279 0.45824 5.96414
C10 -0.62666 0.69095 1.97994
C11 -3.61267 4.50506 0.43379
C12 0.39939 -4.40825 1.43223
C13 0.76564 0.68644 1.22894
C14 1.32802 2.09056 1.36633
C15 4.40157 0.62224 6.57231
C16 4.29942 0.69648 5.06248
C17 -0.79724 -3.43292 1.11960
C18 3.13707 -2.54528 5.78736
C19 1.73251 -0.29360 1.94982
C20 6.06969 -3.03039 -2.80006
C21 -0.41183 2.07313 -1.51901
C22 -4.94933 4.72931 1.16697
C23 2.26783 -3.71781 5.97949
C24 -3.78360 -2.18442 -4.64893
C25 -1.77888 1.18699 -6.09795
C26 -0.79917 -0.40502 -2.25419
C27 -1.74867 1.26822 1.30105
C28 -0.78092 2.05986 -6.87302
C29 -4.12985 -2.40882 -6.09631
C30 2.59675 0.46245 -4.06072
C31 -4.36241 -0.48546 4.51586
C32 3.22717 0.21948 -5.46237
C33 5.88921 -1.71544 -1.94300
H1 -1.57722 -0.10459 -2.95595
H2 1.03480 2.64128 0.47255
H3 -2.43796 6.70034 -4.50583
H4 1.92814 -5.41650 -3.09901
H5 -2.74934 -1.86268 -4.52690
H6 -0.90071 5.83896 -4.90196
H7 0.97187 2.62537 2.24680
H8 -2.77301 4.56067 -5.34461
H9 1.34178 -1.31113 1.95731
H10 -0.67440 0.48128 5.26652
H11 4.64669 -0.29424 -2.00286
H12 -1.31913 -3.20448 2.04887
H13 -1.54729 2.33502 1.20382
H14 2.76979 1.64887 -2.53943
H15 -5.10514 -2.88131 -6.21318
H16 4.15853 -0.31584 4.68373
H17 -0.91023 2.74317 -0.81846
H18 0.70065 -4.16581 2.45134
H19 3.08085 -2.16140 6.80598
H20 2.13938 -3.01897 -4.00703
H21 -5.55528 0.91675 4.82886
H22 -3.92065 4.14961 -0.54953
H23 1.45432 -2.37284 -2.56680
H24 2.32105 -4.36966 5.10751
H25 0.09237 -5.45234 1.37141
H26 2.65086 -4.26394 6.84154
H27 0.69718 -4.82487 -1.97000
H28 -1.09295 3.10337 -6.91553
H29 7.01831 -3.47591 -2.50050
H30 2.93929 -3.30398 -2.43365
H31 2.02147 0.04550 2.94461
H32 6.09211 -2.86891 -3.87780
H33 3.90173 2.18955 7.67989
H34 -2.19516 -0.50476 0.04045
H35 3.46658 0.26422 7.00325
H36 1.76301 -0.66252 -1.20305
H37 3.50555 1.39112 4.78798
H38 0.56822 -3.92478 6.82426
H39 -0.93485 -0.23578 2.46398
H40 -5.56405 -0.70563 2.70841
H41 -1.01474 0.33894 7.84422
H42 -2.63869 0.96493 -0.69488
H43 -1.29246 0.23519 -5.88450
H44 -4.34530 -1.56482 4.66684
H45 5.20380 -3.66019 -2.59593
H46 4.20566 -0.23968 -5.32146
H47 -1.00483 6.73526 -2.64465
H48 -2.41579 -3.25169 -0.00969
H49 -4.17637 -1.44270 -6.59884
H50 -0.53817 1.82321 -7.90895
H51 -4.62627 0.78453 2.76525
H52 -0.41515 1.31418 2.84882
H53 -3.40104 0.00172 4.67870
H54 -0.43195 -3.95341 -3.63377
H55 -5.68853 -2.01395 -4.15211
H56 -3.08142 3.71761 0.96840
H57 2.40770 1.96686 1.45046
H58 -0.03045 -2.02444 6.70555
H59 -3.05145 5.43941 0.42314
H60 3.33031 1.14297 -6.03212
H61 5.16684 1.06025 4.51170
H62 -5.68385 5.17374 0.49536
H63 1.53214 0.64237 -4.21016
H64 0.17593 -0.37895 -2.74060
H65 2.67005 -2.09836 4.90972
H66 -6.13029 3.79151 2.15197
H67 -2.71411 0.96486 -6.61186
H68 2.63484 -0.44491 -6.09153
H69 -3.91822 -0.82117 2.47502
H70 6.43847 -0.88248 -2.38186
H71 5.26227 -0.03166 6.71278
H72 1.01303 2.51226 -6.61312
H73 -2.29961 5.78593 -2.19222
H74 -1.88519 1.60599 -5.09733
H75 -5.01426 5.35221 2.05909
H76 4.13010 -2.96179 5.61847
H77 0.55279 1.45483 6.17104
H78 1.12569 -0.00150 5.74150
H79 -0.58900 -2.41719 0.78340
H80 -1.03910 -1.42133 -1.94170
H81 0.59078 2.45416 -1.71316
H82 6.11125 -1.78434 -0.87808
H83 -0.88190 2.14235 -2.50000
H84 -2.72657 1.14444 1.76634
H85 1.18986 -4.37950 0.68227
H86 -0.79852 4.98081 -2.49832
H87 0.71195 -0.26741 7.85120
H88 -3.85750 -3.24105 -4.39171
H89 -3.24181 -2.91742 -6.47155
H90 2.68264 -0.27153 1.41608
H91 2.50170 -0.45180 -3.47486

Cartesian forces (eV/Å) of the 2 atoms listed first:
O -0.76 0.13 0.31
O -1.27 -0.16 0.16

E = -2344.4358 Ha
HOMO energy = -8.113 eV
energy relative to the best compared isomer or geometry (same formula, charge and spin) = 120.0 kcal/mol
maximum force = 3.57 eV/Å
spin multiplicity = 1